(1)
{"formula": "C31H36GeN2OReSTe", "method": "the ωB97M-V functional and the def2-TZVPD basis", "relative_energy_kcal_mol": 34.3, "homo_ev": [-5.866, -6.143], "multiplicity": 4, "e_tot_ev": -114527.049, "max_force_ev_per_a": 3.345, "homo_lumo_gap_ev": [6.251, 5.990], "elements": ["Re", "Te", "Ge", "S", "O", "N", "N", "C", "C", "C", "C", "C", "C", "C", "C", "C", "C", "C", "C", "C", "C", "C", "C", "C", "C", "C", "C", "C", "C", "C", "C", "C", "C", "C", "C", "C", "C", "C", "H", "H", "H", "H", "H", "H", "H", "H", "H", "H", "H", "H", "H", "H", "H", "H", "H", "H", "H", "H", "H", "H", "H", "H", "H", "H", "H", "H", "H", "H", "H", "H", "H", "H", "H", "H"], "xyz": [[-0.244571, 1.640385, -1.504410], [-2.517606, 2.470725, -2.574405], [1.425427, -1.334201, -1.752208], [-3.582177, 3.514705, 0.388740], [1.282820, 2.859791, 0.643881], [-2.574575, 2.939853, 2.731800], [-3.762045, 1.234972, 1.664878], [-1.800782, -2.939910, -4.108706], [0.327153, 1.927844, 0.389776], [-0.988447, 2.475632, 4.481272], [-2.361136, 4.614169, -2.720599], [-0.337475, -1.920984, -2.486081], [2.432853, -2.134061, 2.314682], [-3.275523, 2.492423, 1.662668], [1.364904, 0.602392, -2.069818], [-0.530084, -2.728296, -3.594332], [0.238586, -2.547469, 0.697546], [1.323303, -2.788864, 2.823043], [-2.722542, -1.516894, -2.415712], [-1.462723, 2.234886, -4.457665], [2.246783, 2.635041, 1.660175], [0.218162, -2.977241, 2.013329], [0.004997, 0.968678, 1.518020], [-1.452763, -1.318893, -1.907773], [4.271057, -1.548730, -2.286921], [3.081852, -2.259612, -2.396444], [5.531470, -3.459007, -2.983243], [3.143404, -3.588418, -2.792159], [1.345148, -1.893944, 0.171117], [-2.246235, 2.261751, 3.914380], [-2.897879, -2.335789, -3.521935], [-3.133203, 1.397206, 4.553456], [5.487703, -2.140824, -2.566027], [-1.486724, 0.925459, 6.243072], [-2.744784, 0.730493, 5.702875], [2.438586, -1.685388, 1.004975], [4.357525, -4.182869, -3.091925], [-0.610312, 1.802392, 5.626575], [-3.581885, -1.041315, -1.954985], [-2.046419, 2.654511, -5.269312], [-2.176967, 4.863904, -3.758622], [-3.373160, 0.535424, 2.278489], [-1.558662, 4.983224, -2.094015], [-1.309743, -0.680407, -1.030436], [-0.623814, -2.730707, 0.071985], [-1.282531, 1.180020, -4.647501], [0.324154, -3.189821, -4.069577], [4.390937, -5.218520, -3.400402], [1.322462, -3.161286, 3.838220], [3.008520, 3.400307, 1.522361], [-0.851266, 0.347124, 1.254506], [2.711145, 1.649805, 1.555057], [3.311139, -1.176932, 0.612737], [-2.089215, 3.812333, 2.569458], [-3.888021, -2.509429, -3.918989], [-0.656067, -3.474307, 2.411240], [-0.204109, 1.494243, 2.444351], [3.295064, -1.979291, 2.947326], [-0.301825, 3.170782, 4.020350], [6.477101, -3.923535, -3.218355], [-3.432731, 0.047145, 6.177152], [-3.291699, 5.058200, -2.392336], [2.111104, 0.966402, -2.783315], [6.402790, -1.579246, -2.451438], [-0.501318, 2.743523, -4.402113], [0.377995, 1.954364, 6.032306], [-4.213981, 0.932252, 0.818113], [0.857383, 0.309057, 1.681364], [-4.137436, 1.265900, 4.182197], [1.808221, 2.727961, 2.658958], [4.228454, -0.515091, -1.971723], [-1.932946, -3.578733, -4.972116], [2.233854, -4.170575, -2.859301], [-1.196676, 0.405313, 7.142471]], "atomic_forces_ev_per_a": [[2.79, -0.96, 1.57], [-0.35, 0.45, -0.96], [-0.13, 0.20, 0.13], [-0.11, 0.44, -0.16], [-0.19, -0.18, -0.13], [0.19, 0.07, 0.00], [0.24, -0.13, 0.24], [-0.08, -0.11, -0.14], [-0.49, -0.35, -0.89], [-0.14, 0.04, -0.02], [-0.04, -0.08, 0.22], [0.65, 0.07, 0.14], [0.16, 0.05, 0.13], [-0.28, 0.06, -0.22], [-1.01, 0.10, 0.23], [0.16, -0.07, 0.02], [-0.12, 0.01, -0.13], [-0.04, 0.02, 0.07], [-0.21, 0.04, 0.07], [-0.04, -0.04, -0.05], [0.11, -0.08, 0.16], [-0.09, -0.12, 0.16], [0.08, 0.45, -0.48], [0.07, 0.07, 0.18], [-0.19, 0.21, 0.05], [-0.74, 0.43, 0.17], [0.08, -0.06, 0.00], [-0.23, -0.07, 0.00], [-0.01, 0.20, -0.61], [0.11, -0.31, 0.43], [-0.09, -0.06, -0.05], [-0.02, 0.09, -0.08], [0.18, 0.02, -0.02], [0.01, -0.09, 0.05], [0.07, -0.05, 0.04], [0.08, 0.03, -0.13], [-0.01, -0.16, -0.06], [-0.04, 0.07, 0.05], [0.03, 0.01, 0.00], [-0.20, 0.05, -0.08], [0.01, -0.03, -0.15], [-0.04, 0.00, -0.01], [0.15, -0.10, 0.05], [-0.12, -0.06, -0.06], [-0.07, -0.05, -0.03], [-0.07, -0.09, 0.08], [0.05, -0.08, -0.10], [-0.02, -0.06, -0.04], [0.01, 0.04, 0.07], [-0.05, -0.02, 0.07], [0.03, 0.01, -0.03], [-0.05, 0.06, 0.01], [0.11, 0.01, 0.04], [-0.21, -0.09, -0.12], [-0.06, 0.02, -0.04], [-0.07, -0.07, -0.02], [-0.02, 0.00, 0.14], [0.12, 0.02, 0.02], [0.06, 0.07, -0.14], [0.10, -0.05, 0.00], [-0.11, -0.01, 0.06], [-0.20, 0.02, 0.02], [0.00, 0.13, 0.07], [0.09, 0.08, -0.04], [-0.09, 0.01, 0.13], [0.08, 0.07, 0.06], [0.09, 0.07, 0.03], [0.03, -0.12, 0.09], [-0.06, 0.02, -0.09], [0.06, -0.04, -0.04], [0.10, 0.16, 0.02], [-0.01, -0.01, -0.04], [-0.05, -0.10, -0.01], [0.06, -0.07, 0.06]]}

---

(2)
{"formula": "C5H6FIN2", "method": "the ωB97M-V functional and the def2-TZVPD basis", "relative_energy_kcal_mol": 45.7, "homo_ev": [-8.878, -8.933], "e_tot_ev": -19077.387, "max_force_ev_per_a": 9.114, "smiles": "N[C@@]1(F)CC=CC(I)=N1", "homo_lumo_gap_ev": [7.696, 7.749], "elements": ["I", "F", "N", "N", "C", "C", "C", "C", "C", "H", "H", "H", "H", "H", "H"], "xyz": [[-3.845831, 0.102100, -0.590881], [0.424483, -1.172986, 1.469341], [1.107070, -2.023267, -0.574418], [-0.954284, -0.989748, -0.468627], [0.366177, -0.903140, 0.111872], [0.969869, 0.477039, -0.128756], [-1.224683, 1.322694, 0.692031], [-1.855213, 0.244123, 0.082423], [0.108160, 1.499998, 0.519895], [-1.804261, 2.164605, 0.975665], [0.618501, 2.387585, 0.859217], [0.977693, 0.479075, -1.247705], [2.080875, -1.876126, -0.347985], [1.018298, -2.159073, -1.572595], [2.013145, 0.447119, 0.220525]], "atomic_forces_ev_per_a": [[1.06, 0.25, 0.53], [-0.20, -0.12, -0.12], [0.07, 1.17, 1.79], [-4.87, 5.53, 3.26], [0.56, -1.34, -2.35], [-0.11, -1.48, -0.10], [1.08, 1.37, -0.32], [3.69, -7.33, -3.97], [0.22, -0.30, -0.14], [-0.52, 0.48, 0.77], [-0.30, 0.36, 0.03], [-0.07, 0.80, 0.63], [0.27, -0.33, -0.11], [-0.56, 0.53, 0.13], [-0.32, 0.40, -0.04]]}

---

(3)
{"formula": "C4H6N2", "method": "the ωB97M-V functional and the def2-TZVPD basis", "relative_energy_kcal_mol": 116.3, "homo_ev": -8.196, "e_tot_ev": -7220.549, "max_force_ev_per_a": 4.254, "homo_lumo_gap_ev": 9.016, "elements": ["N", "N", "C", "C", "C", "C", "H", "H", "H", "H", "H", "H"], "xyz": [[-1.330295, -0.249608, -0.039931], [-0.438917, 0.834763, -0.185220], [0.810750, -1.002939, -0.055044], [0.958871, 0.486880, -0.165508], [-0.444183, -1.438414, -0.098403], [-2.616914, -0.073975, 0.130272], [1.296273, 0.727572, -1.271684], [-0.791060, 1.664754, 0.357667], [-2.788257, 0.944185, 0.110468], [1.412935, 1.083325, 0.692962], [1.721037, -1.743024, -0.084668], [-0.955957, -2.486322, -0.129085]], "atomic_forces_ev_per_a": [[-0.57, -0.27, 0.22], [-1.42, 2.79, 0.36], [2.47, -2.79, -0.19], [-0.72, 0.68, -1.16], [-1.94, -0.17, 0.49], [1.58, -3.94, -0.24], [0.51, -0.20, 2.44], [0.82, -1.54, -0.74], [-0.38, 2.55, 0.00], [0.34, -1.12, -1.37], [-1.94, 1.67, 0.08], [1.26, 2.34, 0.12]]}